1.
108
Properties=species:S:1:pos:R:3:forces:R:3:mulliken_charge:R:1 method="wB97M-V/def2-TZVPD" lumo_ev=-7.356 charge=+2 e_tot_ev=-107888.550
Ti 6.698 -19.527 1.002 -0.8335 0.1941 1.2268 -0.669
C 3.828 -24.621 1.654 1.0269 0.2363 0.1625 -1.169
C 4.878 -24.170 0.602 -0.3111 0.7357 0.3016 -1.086
C 4.241 -23.020 -0.164 -0.0736 -0.0622 -0.6596 0.927
C 3.287 -23.388 -1.124 0.0391 0.8539 -0.6483 -0.867
C 2.643 -22.454 -1.930 0.4170 0.5807 1.0382 -1.297
C 2.892 -21.095 -1.726 -0.6269 -0.4348 -0.6172 -0.857
C 3.800 -20.675 -0.766 0.7321 -0.5560 -0.1192 0.802
C 4.120 -19.224 -0.665 -0.2633 1.5763 -0.9588 2.075
C 2.827 -18.343 -0.732 0.1931 -0.9308 1.1929 -1.728
C 4.503 -21.643 -0.008 -1.1034 -0.2961 -0.1764 -0.575
N 5.477 -21.203 0.919 0.1700 0.3887 -0.4739 1.358
C 5.637 -21.750 2.081 0.7477 0.0537 -0.0911 -0.973
C 6.878 -21.467 2.731 -0.0827 0.4949 -0.6641 0.623
C 7.381 -21.736 3.965 0.0546 -0.3089 0.2701 -1.065
C 8.653 -21.146 4.054 0.0043 0.2354 -0.2124 -0.888
C 8.877 -20.454 2.878 0.3573 -0.2158 0.9153 -0.496
N 7.827 -20.644 2.022 -0.6329 -0.4134 0.2169 1.178
H 4.212 -25.442 2.267 -0.1023 0.1968 0.0236 0.405
H 2.963 -24.979 1.116 -0.4108 0.0250 0.0772 0.424
H 3.548 -23.752 2.299 -0.0538 -0.8424 -0.4218 0.336
H 5.135 -24.961 -0.103 -0.2174 -0.1098 0.0940 0.612
H 5.835 -23.872 1.057 -0.2347 -0.1136 0.0546 0.363
H 3.075 -24.414 -1.329 0.0340 -0.6656 0.2150 0.568
H 1.909 -22.711 -2.674 0.0170 -0.3888 -0.0937 0.455
H 2.306 -20.432 -2.388 0.6990 -0.0379 0.7038 0.265
H 4.780 -18.913 -1.509 -0.3579 -0.2703 0.3759 -0.003
H 4.675 -18.927 0.251 -0.3533 -0.1890 0.0490 -0.908
H 2.289 -18.496 -1.645 0.2800 0.3897 -0.9337 0.440
H 3.017 -17.290 -0.509 -0.1238 -0.2227 -0.1495 0.381
H 2.092 -18.776 -0.037 0.4268 0.4638 0.3985 0.467
H 4.874 -22.391 2.480 -0.0711 -0.2589 0.4205 0.419
H 6.889 -22.317 4.718 -0.0836 -0.1922 0.2161 0.639
H 9.293 -21.252 4.911 0.2728 0.2139 -0.0207 0.560
H 9.741 -19.828 2.657 -0.3655 -0.2609 -0.2613 0.496
O 7.734 -18.039 0.793 0.2544 0.0941 0.0132 0.599
P 8.493 -16.745 1.300 0.4293 0.7049 0.3322 0.170
C 8.188 -15.503 0.037 -0.4652 1.2570 0.1343 0.085
C 6.661 -15.325 -0.247 0.3771 0.9170 0.2661 -0.893
C 6.482 -13.972 -0.980 0.4799 0.3761 1.0014 -0.927
C 7.541 -13.818 -2.070 0.9839 1.3324 -0.3452 -0.928
C 8.204 -15.087 -2.505 0.3951 -0.8462 1.4174 -0.921
C 8.908 -15.758 -1.281 0.7046 0.3111 -0.7801 -0.211
C 10.279 -17.161 1.438 -0.4460 -0.4078 -0.2144 0.609
C 11.153 -15.881 1.419 0.5821 -0.4252 0.3119 -1.295
C 12.451 -16.111 0.653 -0.2496 0.0237 -0.0501 -1.026
C 13.062 -17.449 1.030 0.1617 0.1313 0.1188 -0.722
C 12.204 -18.628 0.557 -0.4490 -0.4878 0.7865 -0.898
C 10.705 -18.222 0.394 0.9062 -0.4684 0.6228 -0.762
C 7.729 -16.231 2.880 0.8247 0.1955 -0.0253 2.052
C 8.293 -16.962 4.111 0.8228 -0.1139 -0.2659 -0.891
C 9.571 -16.315 4.709 -0.6537 0.0396 -0.0294 -0.472
C 9.341 -14.806 4.982 1.0343 -0.7815 -0.1764 -1.093
C 8.904 -14.098 3.722 -0.5797 -0.0396 -0.5700 -0.563
C 7.617 -14.722 3.127 0.5731 0.2773 0.4624 -1.465
H 8.519 -14.504 0.447 -0.1698 -1.0172 -0.1494 1.132
H 6.073 -15.278 0.664 -0.1217 -0.3113 0.2091 0.401
H 6.273 -16.123 -0.881 0.0688 -0.1721 0.0921 0.095
H 6.526 -13.085 -0.282 0.2341 -1.0861 -0.3958 0.263
H 5.473 -13.912 -1.340 -0.4668 -0.1603 -0.5814 0.536
H 8.391 -13.172 -1.749 -0.7924 -0.0035 0.0095 0.318
H 7.120 -13.359 -2.953 -0.1589 0.4191 -0.1358 0.539
H 8.947 -14.960 -3.277 0.0832 0.2983 -0.3055 0.631
H 7.444 -15.737 -2.888 -0.4685 -0.7465 -0.3929 0.288
H 9.979 -15.486 -1.250 -0.5052 0.3577 0.1914 0.321
H 8.974 -16.806 -1.465 -0.1654 -1.0451 -0.1821 -0.681
H 10.387 -17.649 2.414 -0.1136 0.1039 -0.0221 1.269
H 11.435 -15.596 2.427 -0.1800 -0.0871 0.3129 0.499
H 10.643 -15.032 1.018 -0.4278 0.5376 -0.3755 0.383
H 13.142 -15.305 0.860 0.1497 0.2349 0.1694 0.561
H 12.220 -16.020 -0.398 0.1678 -0.2864 -0.5953 0.276
H 13.210 -17.434 2.126 -0.1970 -0.2450 -0.3299 0.365
H 14.057 -17.541 0.616 0.2697 0.0084 -0.1195 0.499
H 12.300 -19.468 1.294 -0.0981 0.5935 -0.6812 0.189
H 12.527 -19.009 -0.425 0.0805 0.1298 0.4303 0.484
H 10.114 -19.132 0.474 -0.2701 0.0208 0.0814 -0.447
H 10.617 -17.901 -0.617 -0.3917 0.6246 -0.7080 0.483
H 6.724 -16.566 2.794 -1.0255 -0.5406 -0.5039 -1.138
H 8.367 -18.056 3.899 0.1807 0.6909 0.2642 -0.480
H 7.537 -16.855 4.862 -0.5056 -0.1082 0.4668 0.957
H 10.412 -16.419 4.030 0.2258 -0.0499 -0.0314 -0.006
H 9.826 -16.846 5.633 0.0031 0.1251 -0.1379 0.600
H 10.265 -14.368 5.404 -0.4262 -0.1358 -0.2993 0.443
H 8.584 -14.687 5.726 -0.6171 0.0270 0.6707 0.443
H 9.709 -14.138 2.980 -0.0383 0.1379 -0.0158 0.117
H 8.685 -13.055 3.931 0.1566 0.1686 -0.0396 0.507
H 7.279 -14.173 2.248 0.0806 -0.0420 -0.0742 0.405
H 6.804 -14.620 3.853 0.0717 0.0663 0.0522 0.636
N 9.528 -21.472 -5.600 0.1300 -0.0419 -0.4216 -0.355
C 8.921 -21.065 -4.719 -0.0641 0.0963 0.0618 -0.433
C 8.271 -20.671 -3.507 0.3351 -0.7051 -0.1777 0.463
C 8.066 -19.350 -3.164 -0.7784 0.0087 1.4464 -1.192
C 7.545 -19.144 -1.886 0.2131 0.4005 -0.5571 -0.231
N 7.279 -20.093 -0.999 -0.1272 -0.3356 -0.1912 1.100
C 7.452 -21.372 -1.387 -0.4360 -0.2027 0.7169 -0.702
C 7.932 -21.712 -2.617 0.1016 0.4779 -0.4071 -0.933
H 8.236 -18.463 -3.748 0.2608 -0.2282 -0.4969 0.726
H 7.334 -18.157 -1.539 0.0219 0.5967 -0.0500 0.496
H 7.152 -22.111 -0.659 0.1615 -0.1523 -0.0587 0.562
H 8.050 -22.751 -2.898 0.0686 0.1452 0.0044 0.578
F 4.885 -19.739 4.890 -0.0753 -0.2149 0.5546 -0.171
C 4.449 -18.498 4.714 0.4492 0.3250 -0.9084 0.740
F 5.404 -17.641 5.103 -0.4636 -0.2172 0.1095 -0.218
F 3.333 -18.280 5.352 -0.1566 -0.0023 0.3373 -0.199
S 4.200 -18.325 2.887 1.5024 -1.0757 0.1642 1.327
O 3.304 -19.366 2.493 -0.0028 0.3259 -0.0725 -0.630
O 4.018 -16.961 2.550 -0.2757 0.4279 -0.1809 -0.654
O 5.682 -18.746 2.527 -0.3528 -0.0942 -1.2073 -0.820



2.
58
Properties=species:S:1:pos:R:3:forces:R:3:nbo_charge:R:1 method="wB97M-V/def2-TZVPD" smiles="COc1ccc(N)c(C(=O)NCCC2(O)CN(C(=O)C3(N(C)C)CCC3)C2)c1" lumo_ev=0.499 charge=0 e_tot_ev=-35376.449
C -1.256 7.047 -1.984 -0.0132 0.0631 0.0205 -0.251
O -0.945 5.688 -1.774 0.0092 -0.0269 -0.0186 -0.498
C -0.747 4.919 -2.890 -0.0147 0.0359 0.0170 0.253
C -0.835 5.379 -4.198 -0.0105 0.0313 0.0025 -0.266
C -0.596 4.513 -5.250 0.0128 -0.0452 -0.0242 -0.238
C -0.262 3.171 -5.049 0.1063 0.0846 -0.0158 0.183
N -0.042 2.337 -6.126 -0.1678 -0.0526 0.0115 -0.812
C -0.203 2.707 -3.722 -0.0316 0.0049 0.0031 -0.138
C 0.127 1.277 -3.447 -0.0409 -0.0648 0.0495 0.668
O 0.812 0.595 -4.201 0.0287 -0.0188 0.0130 -0.652
N -0.388 0.752 -2.307 0.0161 0.0892 -0.0594 -0.608
C -0.151 -0.626 -1.927 0.1073 -0.1187 0.0163 -0.222
C -1.200 -1.077 -0.926 -0.0901 0.1067 -0.0124 -0.410
C -0.962 -2.480 -0.416 -0.0033 -0.1242 -0.0051 0.256
O -0.973 -3.341 -1.528 0.0233 -0.0264 0.0563 -0.705
C 0.243 -2.588 0.563 -0.0996 0.2058 0.0567 -0.225
N -0.732 -2.682 1.647 0.0731 0.1733 0.0836 -0.451
C -0.644 -2.780 2.994 0.1521 -0.3166 -0.1248 0.699
O -1.545 -3.255 3.662 -0.2473 0.3514 0.0334 -0.615
C 0.676 -2.273 3.596 0.1154 0.0083 0.0533 0.044
N 1.710 -3.234 3.237 -0.0126 -0.0041 -0.2027 -0.448
C 1.452 -4.544 3.818 0.0142 -0.0197 0.0813 -0.414
C 3.070 -2.809 3.502 0.0423 0.0323 0.0580 -0.408
C 0.873 -0.774 3.245 -0.1436 0.0765 0.0193 -0.405
C 0.142 -0.423 4.561 0.1332 -0.0078 0.0297 -0.402
C 0.452 -1.845 5.071 -0.0326 -0.0879 0.1035 -0.423
C -1.886 -2.853 0.777 0.0663 -0.1585 0.0643 -0.220
C -0.434 3.590 -2.671 -0.0300 -0.0320 0.0483 -0.226
H -1.375 7.489 -0.998 0.0006 -0.0027 0.0015 0.199
H -0.453 7.567 -2.513 -0.0057 -0.0145 -0.0044 0.174
H -2.190 7.165 -2.542 0.0110 -0.0097 -0.0027 0.173
H -1.080 6.409 -4.413 0.0025 -0.0083 -0.0057 0.220
H -0.667 4.885 -6.266 0.0062 -0.0060 0.0003 0.206
H 0.449 1.482 -5.909 0.0888 0.0356 -0.0359 0.423
H 0.193 2.784 -6.993 0.0179 0.0009 -0.0182 0.377
H -1.034 1.302 -1.769 -0.0121 -0.0103 0.0052 0.398
H -0.173 -1.255 -2.815 -0.0553 0.0410 -0.0306 0.234
H 0.854 -0.734 -1.504 -0.0218 0.0341 0.0141 0.189
H -1.222 -0.401 -0.063 0.0381 -0.0203 0.0004 0.203
H -2.190 -1.038 -1.391 0.0116 -0.0275 0.0033 0.221
H -0.846 -4.247 -1.226 0.0053 0.0064 -0.0184 0.473
H 0.838 -3.498 0.455 0.0062 0.0080 -0.0538 0.205
H 0.906 -1.724 0.608 0.0693 -0.0447 -0.0223 0.201
H 2.223 -5.239 3.484 -0.0027 -0.0011 -0.0033 0.199
H 1.456 -4.529 4.919 0.0155 0.0040 -0.0237 0.173
H 0.486 -4.928 3.495 -0.0223 0.0170 0.0071 0.212
H 3.747 -3.606 3.196 0.0019 -0.0045 0.0053 0.205
H 3.326 -1.927 2.918 -0.0090 0.0010 0.0025 0.199
H 3.266 -2.593 4.564 -0.0033 -0.0127 -0.0212 0.167
H 1.915 -0.464 3.286 0.0169 -0.0616 0.0338 0.211
H 0.439 -0.415 2.313 -0.0177 -0.0083 -0.0195 0.204
H 0.551 0.405 5.136 -0.0445 0.0272 -0.0020 0.207
H -0.926 -0.266 4.414 -0.0053 -0.0239 -0.0159 0.209
H -0.319 -2.376 5.623 -0.0381 -0.0025 -0.0383 0.234
H 1.383 -1.866 5.638 0.0325 -0.0064 -0.0599 0.202
H -2.704 -2.162 0.987 -0.0495 -0.0664 0.0002 0.204
H -2.265 -3.879 0.748 -0.0210 0.0102 -0.0492 0.197
H -0.343 3.266 -1.642 0.0214 -0.0131 -0.0066 0.215